90
Properties=species:S:1:pos:R:3:mulliken_charge:R:1 method="wB97M-V/def2-TZVPD" e_tot_ev=-188233.7603 e_homo_ev=-2.70 total_charge=-1 max_force_ha_per_bohr=0.02202 gap_ev=4.77 de_lowest_kcal_mol=22.06
K -1.41 -0.10 1.00 0.969
C -1.27 -2.71 -1.37 -0.105
N -2.37 -2.58 -0.42 1.023
C -3.68 -2.53 -1.05 -1.820
C -4.33 -1.15 -1.11 0.763
C -5.71 -1.06 -1.30 -0.929
C -6.29 0.20 -1.31 -0.488
C -5.49 1.31 -1.11 -0.737
C -4.13 1.11 -0.93 -0.368
N -3.56 -0.09 -0.96 0.560
C -2.33 -3.63 0.60 -0.993
C -0.99 -3.74 1.30 0.433
C -0.26 -4.92 1.28 -0.892
C 0.96 -4.96 1.94 -0.483
C 1.42 -3.82 2.58 -0.722
C 0.62 -2.68 2.56 -0.354
N -0.55 -2.65 1.93 -0.017
C -1.30 -1.65 -2.45 0.065
C -1.70 -1.96 -3.74 -0.635
C -1.76 -0.95 -4.69 -0.661
C -1.39 0.33 -4.31 -0.799
C -0.96 0.53 -3.01 -0.628
N -0.92 -0.43 -2.09 0.565
H -1.27 -3.71 -1.85 0.211
H -0.33 -2.60 -0.82 -0.269
H -4.37 -3.18 -0.50 0.686
H -3.64 -2.94 -2.07 0.358
H -6.30 -1.95 -1.43 0.473
H -7.36 0.31 -1.45 0.389
H -5.90 2.31 -1.08 0.458
H -3.46 1.95 -0.76 0.348
H -2.58 -4.61 0.18 0.404
H -3.07 -3.38 1.36 0.454
H -0.65 -5.79 0.76 0.383
H 1.55 -5.87 1.95 0.404
H 2.37 -3.80 3.10 0.476
H 0.93 -1.77 3.04 0.545
H -1.98 -2.98 -4.00 0.488
H -2.08 -1.16 -5.70 0.412
H -1.41 1.16 -5.01 0.493
H -0.63 1.51 -2.68 0.546
C -5.32 1.87 2.80 -1.331
C -3.83 1.52 2.73 0.704
O -3.56 0.50 2.03 -0.594
C -2.95 2.35 3.42 -1.047
C -1.50 2.29 3.51 0.898
C -0.84 3.36 4.34 -1.279
N -0.80 1.37 2.93 -0.108
N 0.59 1.41 3.20 -0.330
C 1.33 0.74 2.35 -0.806
O 1.02 0.12 1.28 -0.227
C 2.79 0.68 2.78 0.515
C 3.66 -0.18 2.12 0.227
C 4.99 -0.28 2.50 -1.070
C 5.48 0.48 3.55 -0.317
C 4.61 1.34 4.22 -0.628
C 3.28 1.44 3.84 -0.494
H -5.60 2.46 1.92 0.168
H -5.58 2.45 3.69 0.378
H -5.90 0.95 2.78 0.321
H -3.41 3.18 3.96 0.075
H -1.57 4.07 4.71 0.343
H -0.08 3.89 3.75 0.280
H -0.30 2.91 5.18 0.240
H 3.27 -0.76 1.30 0.453
H 5.65 -0.95 1.96 0.391
H 6.52 0.41 3.85 0.363
H 4.98 1.95 5.04 0.383
H 2.60 2.10 4.36 0.446
C 5.20 2.50 -4.67 -1.206
Ge 4.06 2.35 -3.08 0.393
C 2.73 3.78 -3.13 -1.162
C 5.20 2.54 -1.51 -1.099
C 3.12 0.64 -3.06 -0.920
Se 2.28 0.40 -1.31 0.118
C 2.34 -1.53 -1.20 -0.630
H 5.72 3.46 -4.65 0.346
H 4.61 2.46 -5.59 0.352
H 5.94 1.70 -4.70 0.355
H 3.18 4.75 -2.94 0.392
H 1.96 3.60 -2.37 0.364
H 2.24 3.80 -4.11 0.331
H 5.81 3.45 -1.60 0.382
H 5.86 1.68 -1.41 0.338
H 4.60 2.60 -0.60 0.352
H 3.82 -0.18 -3.24 0.447
H 2.36 0.62 -3.84 0.336
H 3.38 -1.88 -1.24 0.541
H 1.77 -1.98 -2.01 0.376
H 1.90 -1.79 -0.24 -0.370

75
Properties=species:S:1:pos:R:3:mulliken_charge:R:1 method="wB97M-V/def2-TZVPD" e_tot_ev=-145773.9650 multiplicity=5 e_homo_ev="-10.27 / -10.29" total_charge=+1 max_force_ha_per_bohr=0.01696 gap_ev="7.32 / 5.81" de_lowest_kcal_mol=0.00
Co -0.05 0.49 -0.42 0.444
N -1.58 3.21 2.31 -0.005
C -1.95 4.06 1.28 0.610
C -2.67 5.25 1.27 -1.127
C -2.85 5.85 0.04 -0.472
C -2.33 5.27 -1.14 -0.787
C -1.63 4.09 -1.12 -0.515
C -1.43 3.48 0.11 0.446
N -0.77 2.32 0.46 0.210
C -0.89 2.19 1.76 0.066
C -0.28 1.05 2.43 -0.526
C 0.05 0.92 3.76 -0.167
S 0.97 -0.49 4.04 -0.137
C 0.73 -1.01 2.26 -0.220
N 0.12 0.07 1.61 0.672
H -1.81 3.34 3.29 0.237
H -3.08 5.67 2.18 0.411
H -3.39 6.78 -0.02 0.402
H -2.51 5.78 -2.08 0.454
H -1.24 3.65 -2.03 0.475
H -0.16 1.62 4.55 0.376
H 2.47 -2.25 2.32 0.655
C 0.10 -2.14 -2.05 -1.296
O 0.60 -1.65 -0.80 0.286
Si 1.85 -2.46 -0.02 0.787
C 1.43 -4.29 0.19 -1.629
C 3.40 -2.47 -1.10 -1.513
C 2.05 -1.51 1.63 -0.608
Si -0.69 -2.40 2.59 0.669
C -1.61 -2.76 0.98 -0.364
C 0.18 -3.82 3.47 -1.250
C -2.03 -1.68 3.71 -1.290
Si 3.44 -0.14 1.46 0.210
C 5.02 -1.04 1.95 -1.241
C 3.44 0.59 -0.29 -0.750
C 3.37 1.40 2.56 -1.231
H -0.98 -2.00 -2.09 0.393
H 0.32 -3.21 -2.16 0.480
H 0.57 -1.60 -2.88 0.225
H 1.64 -4.82 -0.74 0.502
H 0.40 -4.51 0.46 0.389
H 2.08 -4.72 0.95 0.414
H 3.62 -3.48 -1.43 0.449
H 4.29 -2.10 -0.58 0.288
H 3.27 -1.85 -1.99 0.401
H -1.18 -3.56 0.38 0.177
H -1.66 -1.87 0.36 -0.309
H -2.64 -3.05 1.22 0.617
H 0.55 -4.58 2.78 0.287
H -0.53 -4.31 4.14 0.481
H 1.01 -3.46 4.07 0.337
H -2.42 -0.73 3.34 0.313
H -1.69 -1.54 4.74 0.314
H -2.86 -2.38 3.74 0.448
H 5.17 -1.98 1.42 0.374
H 5.00 -1.27 3.02 0.312
H 5.90 -0.41 1.77 0.386
H 3.95 -0.03 -1.03 0.348
H 3.90 1.57 -0.30 0.500
H 2.42 0.72 -0.66 0.036
H 3.32 1.18 3.63 0.352
H 2.54 2.06 2.30 0.266
H 4.29 1.96 2.39 0.431
Cl -4.43 1.93 -5.83 -0.208
C -3.08 1.60 -4.80 0.380
C -3.29 1.09 -3.53 -0.984
C -2.20 0.87 -2.72 1.394
Cl -2.40 0.23 -1.12 -0.302
C -0.86 1.12 -3.10 -0.910
O 0.15 0.95 -2.30 -0.367
C -0.71 1.59 -4.43 0.521
Cl 0.89 1.88 -4.99 -0.196
C -1.79 1.83 -5.25 -0.762
H -4.29 0.87 -3.17 0.477
H -1.63 2.21 -6.25 0.465

15
Properties=species:S:1:pos:R:3:mulliken_charge:R:1 method="wB97M-V/def2-TZVPD" e_tot_ev=-15056.9097 e_homo_ev=-9.51 total_charge=0 max_force_ha_per_bohr=0.08084 gap_ev=8.79 de_lowest_kcal_mol=22.98
C 0.11 -0.24 1.54 -0.027
C 0.06 1.47 -0.37 0.544
C -1.72 -0.14 0.09 0.205
C 0.99 -0.10 0.41 0.406
C 1.04 -1.13 -0.78 -1.112
N -1.19 -0.47 1.31 -0.405
N -1.21 1.17 -0.41 -0.064
O 0.76 2.38 -0.62 -0.479
O -2.62 -0.74 -0.40 -0.495
F 2.26 0.40 0.65 -0.338
H 0.47 -0.05 2.53 0.419
H 0.08 -1.70 -0.81 0.304
H 1.70 -1.87 -0.59 0.477
H 1.21 -0.75 -1.78 0.283
H -1.96 1.78 -0.76 0.281

71
Properties=species:S:1:pos:R:3:mulliken_charge:R:1 method="wB97M-V/def2-TZVPD" e_tot_ev=-246293.0677 multiplicity=2 e_homo_ev="-7.85 / -7.92" total_charge=0 max_force_ha_per_bohr=0.03754 gap_ev="6.90 / 7.14"
V 1.06 0.39 -1.96 -0.771
S 3.07 -1.19 -0.59 -0.374
P 1.38 -1.04 0.42 0.603
C 0.72 0.53 -0.08 0.357
P 1.11 2.08 0.68 1.179
S 2.58 3.01 -0.22 -0.474
C 1.38 1.91 2.47 0.371
C 0.40 1.31 3.27 -0.032
C 0.59 1.17 4.64 -0.765
C 1.76 1.64 5.23 -0.518
C 2.74 2.24 4.44 -0.740
C 2.55 2.37 3.06 -0.342
C -0.46 3.02 0.63 0.747
C -1.69 2.37 0.73 -0.423
C -2.88 3.11 0.76 -0.843
C -2.84 4.49 0.69 -0.479
C -1.61 5.14 0.59 -0.613
C -0.43 4.41 0.56 -0.813
C 1.63 -1.37 2.19 0.880
C 2.74 -0.80 2.82 -0.467
C 2.97 -1.04 4.17 -0.666
C 2.11 -1.88 4.89 -0.626
C 1.03 -2.46 4.26 -0.844
C 0.78 -2.21 2.91 -0.193
C 0.12 -2.22 -0.16 0.292
C -1.22 -2.06 0.20 0.285
C -2.20 -2.86 -0.37 -0.970
C -1.84 -3.83 -1.32 -0.607
C -0.51 -3.99 -1.67 -0.650
C 0.47 -3.19 -1.09 -0.646
H -0.51 0.95 2.82 0.218
H -0.18 0.69 5.24 0.405
H 1.91 1.53 6.30 0.427
H 3.65 2.60 4.90 0.410
H 3.31 2.82 2.44 0.388
H -1.72 1.29 0.77 0.416
H -3.84 2.59 0.84 0.428
H -3.76 5.07 0.71 0.387
H -1.57 6.23 0.53 0.417
H 0.53 4.91 0.47 0.403
H 3.41 -0.17 2.26 0.388
H 3.82 -0.58 4.66 0.442
H 2.30 -2.07 5.94 0.415
H 0.37 -3.12 4.81 0.430
H -0.07 -2.67 2.43 0.387
H -1.50 -1.29 0.90 0.303
H -3.24 -2.73 -0.10 0.432
H -2.61 -4.45 -1.78 0.434
H -0.23 -4.73 -2.42 0.476
H 1.51 -3.28 -1.39 0.386
Br 2.41 -3.06 -5.27 -0.125
C 0.72 -2.38 -4.89 -0.176
C -0.43 -2.91 -5.55 -0.361
C -1.67 -2.45 -5.28 0.029
Br -3.16 -3.21 -6.17 -0.212
C -1.86 -1.42 -4.32 0.679
C -3.09 -0.84 -3.93 -0.876
C -3.11 0.14 -2.99 -1.013
C -1.91 0.55 -2.38 -0.412
N -0.76 0.03 -2.70 1.079
C -0.72 -0.94 -3.68 -0.227
C 0.59 -1.41 -3.96 1.057
O 1.59 -0.89 -3.22 -0.775
H -0.29 -3.70 -6.29 0.430
H -4.01 -1.18 -4.40 0.345
H -4.04 0.60 -2.68 0.477
H -1.90 1.31 -1.61 0.487
C 1.10 2.05 -3.14 -1.251
H 0.54 2.87 -2.68 0.271
H 0.72 1.86 -4.14 0.344
H 2.15 2.35 -3.19 0.387

24
Properties=species:S:1:pos:R:3:mulliken_charge:R:1 method="wB97M-V/def2-TZVPD" e_tot_ev=-14086.4060 e_homo_ev="-7.00 / -7.39" total_charge=0 max_force_ha_per_bohr=0.08493 gap_ev="7.57 / 7.93" de_lowest_kcal_mol=136.19
C 1.45 1.35 -0.36 -0.519
C -1.50 2.65 0.08 0.000
C 3.71 0.54 0.10 -0.494
C 0.19 0.83 0.21 0.346
C -0.19 -0.43 0.05 0.728
C 0.69 -1.43 -0.62 -1.618
C -2.10 -2.19 -0.14 -1.434
C -1.53 -0.93 0.51 0.083
N -0.63 1.80 0.74 -0.110
O 2.74 1.32 -0.32 -0.333
O -2.00 2.38 -0.96 -0.478
H 1.34 2.32 -0.79 0.290
H -1.90 3.41 0.82 0.319
H 3.37 -0.37 0.72 0.231
H 4.66 0.93 -0.05 0.347
H 1.72 -1.18 -0.53 0.232
H 0.60 -1.62 -1.71 0.304
H 0.47 -2.45 -0.22 0.325
H -3.12 -2.33 0.25 0.372
H -1.71 -3.30 -0.13 0.301
H -2.27 -2.09 -1.17 0.432
H -1.50 -1.05 1.65 0.208
H -2.26 -0.23 0.22 0.193
H -0.21 2.08 1.65 0.276

72
Properties=species:S:1:pos:R:3:mulliken_charge:R:1 method="wB97M-V/def2-TZVPD" e_tot_ev=-78094.0409 multiplicity=2 e_homo_ev="-16.02 / -15.96" total_charge=+3 max_force_ha_per_bohr=0.06045 gap_ev="6.28 / 5.96" de_lowest_kcal_mol=64.47
Ce -0.49 1.56 0.14 0.189
P 0.03 -1.36 -1.10 0.755
P 1.21 2.11 -2.13 1.297
P -2.08 -0.65 1.82 1.165
H -3.42 5.50 0.64 0.406
C -3.05 5.00 1.55 -0.370
C -2.01 5.47 2.37 -0.440
H -1.10 5.87 1.95 0.325
C -1.36 -1.78 -2.25 -1.241
C 1.43 -1.75 -2.23 -1.391
C 0.13 -2.92 -0.12 -1.309
C 1.53 3.91 -2.10 -1.163
C 2.69 1.44 -2.94 -1.378
C -0.15 1.90 -3.35 -1.184
C -3.20 0.02 3.13 -1.417
C -1.36 -1.97 2.86 -1.239
C -3.31 -1.68 0.92 -1.421
H -3.90 4.71 2.19 0.334
H -2.18 5.68 3.42 0.409
H -1.12 -2.70 -2.81 0.443
H -1.52 -0.96 -2.96 0.305
H -2.29 -1.93 -1.69 0.310
H 1.44 -2.82 -2.47 0.575
H 2.38 -1.49 -1.75 0.286
H 1.36 -1.18 -3.17 0.376
H 0.69 -3.69 -0.67 0.576
H -0.86 -3.32 0.12 0.410
H 0.66 -2.71 0.81 0.232
H 2.14 4.16 -2.99 0.508
H 2.13 4.14 -1.20 0.394
H 0.62 4.54 -2.05 0.203
H 2.54 1.44 -4.03 0.458
H 2.90 0.42 -2.60 0.290
H 3.54 2.08 -2.68 0.482
H 0.16 2.47 -4.24 0.551
H -1.11 2.31 -2.99 0.215
H -0.30 0.85 -3.62 0.280
H -3.93 -0.75 3.43 0.526
H -3.75 0.90 2.80 0.458
H -2.59 0.34 3.99 0.353
H -2.14 -2.40 3.51 0.481
H -0.56 -1.55 3.48 0.276
H -0.92 -2.77 2.25 0.376
H -4.12 -1.97 1.61 0.507
H -2.85 -2.58 0.50 0.379
H -3.74 -1.10 0.09 0.354
C -2.16 3.34 1.25 0.638
C -2.98 2.36 0.53 -1.323
C -3.42 2.72 -0.75 -0.344
C -2.89 3.79 -1.47 -1.261
C -1.74 4.40 -0.99 -0.534
C -1.22 4.02 0.27 -0.573
S -1.90 3.18 3.16 -0.102
H -3.21 3.05 3.62 0.326
H -3.41 1.54 1.09 0.746
H -4.14 2.07 -1.27 0.542
H -3.37 4.10 -2.41 0.502
H -1.36 5.33 -1.43 0.606
H -0.41 4.62 0.67 0.552
N 4.51 -1.53 3.35 -0.457
C 3.54 -0.82 2.71 0.896
C 2.34 -0.43 3.34 -0.882
C 1.36 0.28 2.64 -0.613
N 1.49 0.57 1.31 0.361
C 2.67 0.26 0.69 -0.360
C 3.68 -0.43 1.35 -0.656
H 4.42 -1.84 4.33 0.226
H 5.37 -1.80 2.88 0.221
H 2.17 -0.68 4.38 0.418
H 0.42 0.64 3.13 0.677
H 2.77 0.60 -0.36 0.060
H 4.59 -0.67 0.79 0.401